[1]
A 13-piece molecular cluster, C7H39NO12 overall at a distorted geometry. Source: the Open Molecules 2025 dataset; level of theory: ωB97M-V with the def2-TZVPD basis set.

Output
- HOMO-LUMO gap: 8.398 eV
- ΔE to the lowest compared entry with this formula, charge and spin: 477.4 kJ/mol
- HOMO energy: -8.718 eV
- LUMO: -0.012 Eh
- DFT total energy: -1247.615410 a.u.

```
59
Properties=species:S:1:pos:R:3:mulliken_charge:R:1
H 0.103 -3.699 0.913 0.30
O 1.281 -0.098 2.121 -0.41
H -1.920 -3.604 -1.168 0.41
O 1.362 -2.331 -0.121 -0.51
H -0.983 -1.630 0.936 0.51
H -2.120 -2.587 -2.304 0.27
H 1.411 -0.398 1.232 -0.01
C -1.112 4.591 -1.127 -0.55
H 1.732 -2.590 -0.966 0.23
H -0.964 1.314 1.296 0.29
H 4.630 -0.748 -2.009 0.37
H 1.197 -1.407 -0.132 0.33
H 1.000 -3.431 3.606 0.32
C 1.204 1.702 -0.688 0.22
O 3.752 -0.359 3.018 -0.66
O 1.510 -2.766 4.156 -0.66
O -0.986 -1.834 1.864 -0.71
C 3.584 -0.677 -2.217 -0.83
H 3.499 0.977 -0.855 0.41
N 1.497 0.499 -1.333 0.14
H 1.800 -1.990 3.564 0.31
H 3.279 -0.597 -3.291 0.22
H -3.594 0.024 -3.214 0.29
H -4.250 0.657 -1.974 0.28
O -3.512 2.749 2.879 -0.64
O 0.980 -1.584 -2.938 -0.61
H -0.680 1.681 -1.341 0.04
H 2.112 0.171 2.525 0.29
H -1.534 -3.543 1.400 0.36
C -0.689 3.441 -0.136 -0.50
O -3.804 -0.123 -2.315 -0.56
H 0.279 -1.934 -2.371 0.26
O -0.852 -4.013 0.751 -0.69
C 2.977 0.637 -1.739 -0.47
O -2.177 -3.531 -2.134 -0.65
H 3.035 1.356 -2.589 0.34
H -2.722 3.026 2.479 0.36
H -2.123 -1.559 -0.553 0.12
H -1.425 -0.086 -0.662 0.16
H -1.909 2.892 -2.304 0.06
H -0.124 3.899 0.652 0.42
O -1.290 -1.034 -0.692 -0.54
C -1.960 4.041 -2.250 -0.94
H -3.315 1.977 3.395 0.31
C -0.057 2.230 -0.670 -0.83
H -0.310 -1.180 2.200 0.43
H 3.130 -1.594 -1.790 0.01
H -1.617 5.356 -0.549 0.45
O -0.979 1.538 2.248 -0.50
H -1.811 4.377 -3.264 0.33
H -0.224 1.117 2.601 0.26
H 1.907 2.009 0.077 0.35
H -0.202 5.143 -1.513 0.28
H 3.931 -1.243 2.553 0.33
H 4.528 -0.075 2.466 0.30
H -2.969 4.294 -2.078 0.34
H 1.446 -2.281 -3.461 0.29
H -1.677 3.090 0.330 0.05
H 0.888 0.258 -2.117 0.22
```



[2]
A 5-piece molecular cluster, C12H14Cl16FNO6S overall at a distorted geometry. Source: the Open Molecules 2025 dataset; level of theory: ωB97M-V with the def2-TZVPD basis set.

Output
- HOMO-LUMO gap: 8.695 eV
- HOMO energy: -9.740 eV
- LUMO: -0.038 Eh
- DFT total energy: -8832.738402 a.u.
- SMILES: CC(=O)N(C)CCCCOC(=O)OS(=O)(=O)F.ClC(Cl)(Cl)Cl.ClC(Cl)(Cl)Cl.ClC(Cl)(Cl)Cl.ClC(Cl)(Cl)Cl

```
51
Properties=species:S:1:pos:R:3:mulliken_charge:R:1
Cl -6.970 5.644 1.302 -0.10
C -1.045 -2.890 0.313 -0.36
Cl -5.028 0.536 2.007 -0.05
C 0.836 -0.946 0.136 -0.33
N 2.830 -0.188 -1.352 0.03
Cl 2.972 0.178 2.687 -0.14
H 2.826 -2.009 -0.102 0.41
C 0.151 -2.245 -0.537 -0.72
H 6.062 -1.300 -2.393 0.28
Cl 1.042 -1.865 3.477 -0.08
Cl 7.085 2.919 -0.447 -0.08
F -5.029 -0.422 -0.791 -0.07
Cl -6.974 2.683 1.861 -0.01
Cl -7.345 0.516 3.755 -0.11
H 1.258 -0.523 -2.768 0.19
Cl 3.615 -1.713 4.793 -0.10
Cl -7.949 7.951 -0.159 -0.10
H 2.913 -0.366 0.776 -0.57
C 2.311 -0.764 4.050 0.38
H -0.168 -2.057 -1.631 0.23
C 5.195 -1.521 -1.677 -0.86
H 0.990 -3.038 -0.614 0.51
C 8.354 1.716 -0.147 0.35
Cl -9.730 6.485 1.601 -0.09
O -2.321 -0.176 0.355 -0.45
H 5.622 -1.980 -0.718 0.23
H 2.347 -2.011 -2.478 0.28
O 4.932 0.861 -1.158 -0.46
H 0.545 -0.768 1.217 0.45
O -2.590 -0.827 -1.876 -0.19
H 4.564 -2.355 -2.165 0.34
C 2.345 -0.858 -2.608 -0.82
Cl 9.034 1.173 -1.697 -0.12
Cl -8.839 5.287 -0.886 -0.09
Cl -7.669 0.030 0.913 -0.10
H 0.427 -0.036 -0.453 0.31
S -4.264 -0.924 -2.182 1.05
O -4.626 -2.355 -2.390 -0.50
H -0.858 -2.757 1.442 0.12
O -4.636 -0.097 -3.380 -0.51
C -6.754 0.941 2.134 0.25
Cl 1.626 0.345 5.256 -0.10
C 4.311 -0.210 -1.376 0.30
O -2.382 -2.490 -0.108 -0.26
H -0.989 -4.031 0.137 0.28
C -2.439 -1.125 -0.449 0.65
C 2.429 -0.933 -0.122 0.21
H 2.957 -0.554 -3.518 0.34
C -8.372 6.342 0.464 0.37
Cl 7.663 0.325 0.716 -0.09
Cl 9.640 2.444 0.840 -0.11
```



[3]
A 2-piece molecular cluster, H3INOP overall at a distorted geometry. Source: the Open Molecules 2025 dataset; level of theory: ωB97M-V with the def2-TZVPD basis set.

Output
- HOMO-LUMO gap: 8.565 eV
- ΔE to the lowest compared entry with this formula, charge and spin: 247.8 kJ/mol
- HOMO energy: -8.782 eV
- LUMO: -0.008 Eh
- DFT total energy: -770.798830 a.u.

```
7
Properties=species:S:1:pos:R:3:mulliken_charge:R:1
I -3.389 -0.070 -0.010 -0.08
N -0.357 -0.542 0.283 -0.55
P -1.251 0.854 0.719 0.19
H 0.969 0.191 0.272 0.26
H -0.028 -1.161 0.998 0.29
O -0.890 1.768 -0.580 -0.44
H -0.119 2.406 -0.579 0.34
```



[4]
A 3-piece molecular cluster, C6H16NO3 overall at a distorted geometry. Source: the Open Molecules 2025 dataset; level of theory: ωB97M-V with the def2-TZVPD basis set.

Output
- HOMO-LUMO gap: 7.470 eV
- ΔE to the lowest compared entry with this formula, charge and spin: 42.6 kJ/mol
- HOMO energy: -4.089 eV
- Net charge: -1
- LUMO: 0.124 Eh
- DFT total energy: -518.682231 a.u.

```
26
Properties=species:S:1:pos:R:3:mulliken_charge:R:1
H 1.712 -2.141 1.048 0.30
N 0.612 0.103 -0.776 -0.41
C -0.388 1.210 -0.840 -0.44
C 0.081 -4.503 0.216 -0.75
O 1.046 4.285 -0.876 -0.69
H -0.916 -0.891 0.203 0.40
C 0.115 -1.093 -0.045 0.19
H 1.308 -2.490 -1.062 0.35
C 0.233 -2.312 -1.023 -0.76
H 1.417 -0.497 1.546 0.54
H 1.146 -4.677 0.179 0.27
H -1.388 0.729 -0.867 0.25
H -1.546 -3.329 -0.229 0.30
H 1.355 0.446 -0.178 0.27
H -0.471 -5.160 0.877 0.25
C -0.486 -3.486 -0.417 -0.17
O -0.261 2.122 0.147 -0.88
H -1.346 2.474 1.263 0.40
H 0.994 3.518 -1.463 0.29
O -1.800 3.046 1.981 -0.75
H -0.217 1.678 -1.839 0.19
H -0.155 -2.070 -2.011 0.29
H -2.272 3.647 1.397 0.27
H 0.583 3.877 -0.122 0.43
C 0.920 -1.416 1.228 -1.39
H 0.255 -1.709 2.036 0.24
```



[5]
One molecule with the formula C6H12O. Source: the Open Molecules 2025 dataset; level of theory: ωB97M-V with the def2-TZVPD basis set.

Output
- HOMO-LUMO gap: 10.593 eV
- ΔE to the lowest compared entry with this formula, charge and spin: 48.6 kJ/mol
- HOMO energy: -9.493 eV
- LUMO: 0.040 Eh
- DFT total energy: -311.040750 a.u.
- SMILES: C[C@H]1CO[C@@H](C)C1

```
19
Properties=species:S:1:pos:R:3:mulliken_charge:R:1
O 0.742 -1.359 -0.509 -0.40
C 2.520 0.234 -0.383 -1.37
H 0.190 1.517 -0.120 0.30
H -2.600 1.286 -0.284 0.32
C -0.537 -0.923 -0.937 -0.57
H -3.209 -0.346 0.081 0.37
H 3.263 -0.561 -0.507 0.33
H -2.663 0.705 1.391 0.37
H 2.232 0.584 -1.380 0.31
C 1.299 -0.324 0.324 0.36
H -1.105 -1.801 -1.259 0.32
H 0.176 1.087 1.605 0.36
C -1.067 -0.216 0.311 0.61
H 1.595 -0.796 1.271 0.28
H 2.980 1.063 0.167 0.35
H -0.449 -0.227 -1.794 0.27
C -2.457 0.405 0.355 -1.49
H -1.059 -1.001 1.079 0.16
C 0.150 0.673 0.590 -0.89
```



[6]
One molecule with the formula C9H19N3O4 at a distorted geometry. Source: the Open Molecules 2025 dataset; level of theory: ωB97M-V with the def2-TZVPD basis set.

Output
- HOMO-LUMO gap: 9.481 eV
- ΔE to the lowest compared entry with this formula, charge and spin: 318.9 kJ/mol
- HOMO energy: -9.013 eV
- LUMO: 0.017 Eh
- DFT total energy: -819.465334 a.u.
- SMILES: NCCCC[C@H](N)C(=O)N[C@@H](CO)C(=O)O

```
35
Properties=species:S:1:pos:R:3:mulliken_charge:R:1
C -0.508 -1.488 3.105 -0.81
H -0.465 -2.915 -1.080 0.32
H 0.039 -3.359 3.166 0.23
H 0.462 4.136 0.785 0.39
H -0.187 1.400 -2.358 0.29
O 1.045 3.386 0.597 -0.45
H -1.373 -2.882 -2.485 0.30
N -1.297 -2.475 -1.481 -0.62
H -1.257 -0.857 3.571 0.41
H 1.761 1.009 -0.194 0.45
O -0.550 3.178 -1.033 -0.58
H -0.137 -2.192 1.178 0.12
C 1.283 1.608 -0.971 0.00
N -0.393 -2.763 3.758 -0.60
H -1.774 0.863 -0.766 0.47
H -1.232 -3.134 4.058 0.21
H 0.528 -1.262 3.069 0.43
H -1.592 0.749 1.462 0.45
H -1.467 -0.499 -2.351 0.55
C -1.036 -0.102 1.008 -0.16
H 2.678 0.933 -3.140 0.34
C 2.776 2.237 -1.631 -0.62
C -0.963 -1.486 1.644 -0.21
O 3.451 1.309 -2.634 -0.52
H -2.697 -0.435 -0.106 0.66
C 0.428 2.773 -0.425 0.41
C -1.748 -0.132 -0.325 -1.22
C -1.133 -0.969 -1.505 -0.36
H -0.007 0.227 1.020 -0.08
H 3.433 2.684 -0.901 0.38
H 2.111 3.045 -2.042 0.32
C 0.235 -0.480 -1.525 0.09
N 0.483 0.868 -1.890 -0.16
O 1.147 -1.101 -1.011 -0.59
H -2.043 -1.875 1.432 0.17
```